This record from the OMol25 dataset describes 2 unconnected molecules or ions with the total composition C6H12O. The level of theory is the ωB97M-V functional and the def2-TZVPD basis.

Element x y z (Å)
C: -0.95093 2.27481 -0.24121
O: -0.52038 1.18706 0.56103
C: -1.26584 0.06651 0.36156
C: -1.68288 -0.39546 -0.81093
C: 0.55230 -1.96263 -0.19842
C: 1.16519 -1.25822 0.74480
C: 2.18837 -0.19623 0.46681
H: -1.98460 2.53046 0.02439
H: -0.91644 2.03756 -1.30825
H: -0.29085 3.11629 -0.03231
H: -1.45948 -0.44999 1.29998
H: -2.37022 -1.22755 -0.83294
H: -1.29314 -0.02901 -1.75661
H: 0.73094 -1.77719 -1.25681
H: -0.21186 -2.70309 0.02447
H: 0.90497 -1.43823 1.78893
H: 3.19207 -0.60705 0.61858
H: 2.11509 0.15500 -0.56864
H: 2.07465 0.67494 1.11996

Cartesian forces (eV/Å) of the 6 atoms listed first:
C -0.002 0.313 -0.201
O -0.085 -0.134 -0.031
C -0.699 0.026 -0.117
C -0.345 0.339 0.092
C 0.444 -0.204 0.196
C 0.239 -0.401 -0.126

Computed properties:
largest force on an atom = 0.0138 Eh/bohr
SMILES = C=COC.C=CC
E_tot = -310.95285 a.u.
energy relative to the best compared isomer or geometry (same formula, charge and spin) = 279.4 kJ/mol